(1)
C8H10IrN2O2 | ωB97M-V/def2-TZVPD

E_tot   -674.853133 a.u.
Spin multiplicity   5
Lowest unoccupied orbital energy (spin up / spin down)   3.3 / 2.5 eV
HOMO-LUMO gap (spin up / spin down)   0.1388 / 0.2222 hartree
HOMO energy (spin up / spin down)   -0.43 / -3.51 eV
Total charge   -1

Each line ends with the Mulliken spin population.
Cartesian coordinates (Å):
C: -0.813 -0.175 -2.268  0.03
C: 0.423 -0.909 -2.085  0.03
C: 1.485 0.040 -1.836  0.00
C: 0.910 1.361 -1.894  0.12
C: -0.496 1.229 -2.173  0.12
Ir: -0.042 0.166 -0.312  1.23
C: -0.587 -1.654 0.445  -0.03
C: -1.981 -1.083 0.696  -0.07
C: -3.112 -1.863 0.730  0.14
N: -1.799 0.239 0.608  0.39
H: 2.526 -0.201 -1.624  0.00
H: 0.537 -1.992 -2.106  0.00
H: 1.449 2.294 -1.747  0.03
H: -1.201 2.054 -2.283  0.02
H: -1.793 -0.606 -2.487  -0.02
H: -0.616 -2.516 -0.223  0.00
H: -2.499 0.962 0.749  -0.03
H: -0.059 -1.853 1.382  0.00
H: -2.979 -2.928 0.564  0.00
H: -4.102 -1.431 0.842  -0.01
O: 1.575 2.601 2.281  0.69
N: 0.694 2.074 1.659  1.00
O: 0.991 0.764 1.295  0.37

(2)
C24H56GeOPS2SbTi | ωB97M-V/def2-TZVPD

E_tot   -5327.531385 a.u.
Lowest unoccupied orbital energy (spin up / spin down)   4.7 / 4.7 eV
HOMO-LUMO gap (spin up / spin down)   0.1695 / 0.1696 hartree
ΔE to the lowest compared entry with this formula, charge and spin   0.00 kcal per mole
HOMO energy (spin up / spin down)   0.09 / 0.08 eV
Total charge   -2

Each line ends with the Mulliken charge.
Cartesian coordinates (Å):
Ti: -0.540 0.086 0.968  -0.97
C: 2.663 -2.510 -1.769  -2.17
C: 1.883 -1.989 -0.580  0.01
S: 1.292 -0.330 -0.706  -0.03
C: 1.638 -2.725 0.521  1.34
C: 2.168 -4.129 0.674  -1.82
S: 0.716 -2.107 1.864  -0.51
H: 2.629 -1.782 -2.580  0.28
H: 2.249 -3.449 -2.153  0.52
H: 3.719 -2.697 -1.534  0.35
H: 2.496 -4.561 -0.275  0.40
H: 1.402 -4.776 1.107  0.34
H: 3.021 -4.143 1.362  0.25
C: -4.944 1.223 2.100  -1.22
Ge: -4.032 -0.465 2.590  0.75
C: -4.539 -0.711 4.506  -1.45
C: -5.026 -1.939 1.696  -1.20
C: -2.129 -0.639 2.354  -0.98
H: -6.018 1.044 1.994  0.46
H: -4.545 1.629 1.173  0.21
H: -4.801 1.961 2.892  0.38
H: -5.623 -0.663 4.652  0.35
H: -4.077 0.069 5.115  0.36
H: -4.180 -1.678 4.866  0.37
H: -6.097 -1.857 1.903  0.38
H: -4.668 -2.895 2.086  0.35
H: -4.887 -1.948 0.615  0.35
H: -2.006 -1.722 2.212  0.28
H: -1.668 -0.429 3.330  0.47
C: -4.574 -0.138 -2.537  -1.64
C: -3.761 0.108 -1.269  -0.28
P: -2.108 -0.714 -1.168  2.51
C: -1.354 -0.059 -2.740  -0.24
C: -1.202 -1.011 -3.921  -1.55
C: -2.596 -2.464 -1.624  -1.04
C: -1.505 -3.434 -1.167  -0.91
H: -5.517 0.417 -2.514  0.49
H: -4.818 -1.196 -2.660  0.27
H: -4.028 0.180 -3.429  0.27
H: -4.337 -0.209 -0.398  -0.19
H: -3.563 1.173 -1.126  0.38
H: -0.373 0.306 -2.447  -0.07
H: -1.938 0.819 -3.034  0.54
H: -0.667 -1.917 -3.630  0.21
H: -0.620 -0.533 -4.716  0.43
H: -2.162 -1.312 -4.347  0.31
H: -2.818 -2.604 -2.686  0.43
H: -3.525 -2.670 -1.080  0.28
H: -0.568 -3.254 -1.701  -0.04
H: -1.796 -4.477 -1.327  0.50
H: -1.273 -3.288 -0.109  0.10
C: 4.320 -0.569 1.519  -0.66
C: 4.651 0.066 0.173  -0.84
Sb: 3.662 1.972 -0.112  0.32
C: 3.680 1.888 -2.290  -0.33
C: 4.992 2.225 -2.986  -1.22
C: 5.562 3.092 0.053  -0.82
C: 5.957 3.261 1.518  -1.15
H: 4.770 -1.563 1.615  0.33
H: 3.241 -0.691 1.637  -0.19
H: 4.681 0.042 2.352  0.34
H: 4.295 -0.571 -0.638  0.24
H: 5.729 0.214 0.042  0.61
H: 2.870 2.531 -2.641  0.44
H: 3.370 0.865 -2.509  0.08
H: 5.303 3.256 -2.798  0.29
H: 4.916 2.100 -4.072  0.39
H: 5.802 1.578 -2.641  0.29
H: 5.432 4.068 -0.425  0.36
H: 6.346 2.563 -0.494  0.37
H: 5.141 3.694 2.102  0.28
H: 6.836 3.903 1.649  0.36
H: 6.190 2.294 1.972  0.26
C: -2.095 3.024 1.681  -0.92
O: -2.261 2.231 0.527  -0.44
C: -1.017 1.699 -0.004  1.24
C: -0.235 2.794 -0.672  -1.44
H: -3.042 3.542 1.866  0.28
H: -1.304 3.773 1.554  0.38
H: -1.840 2.411 2.553  0.18
H: 0.376 3.378 0.038  0.28
H: -0.891 3.501 -1.204  0.27
H: 0.467 2.374 -1.400  0.09
C: 0.611 1.229 2.462  -0.86
H: 0.713 2.296 2.230  0.18
H: 1.619 0.802 2.525  0.17
H: 0.159 1.135 3.461  0.21

(3)
C5H5NO | ωB97M-V/def2-TZVPD

E_tot   -323.467843 a.u.
Structure (SMILES)   N#C[C@@H]1C[C@@H]1C=O
Lowest unoccupied orbital energy   0.7 eV
HOMO-LUMO gap   0.4073 hartree
ΔE to the lowest compared entry with this formula, charge and spin   32.53 kcal per mole
HOMO energy   -10.37 eV
Total charge   0

Each line ends with the Mulliken charge.
Cartesian coordinates (Å):
N: 0.663 -1.691 -2.366  -0.41
C: 0.458 -0.756 -1.713  0.02
C: 0.200 0.438 -0.943  0.05
C: 0.896 0.685 0.358  -0.74
C: -0.586 0.432 0.353  0.13
C: -0.968 -0.784 1.125  -0.17
O: -1.825 -0.747 1.974  -0.47
H: 0.018 1.310 -1.566  0.38
H: 1.504 -0.135 0.734  0.30
H: 1.258 1.677 0.591  0.26
H: -1.272 1.266 0.480  0.35
H: -0.346 -1.695 0.974  0.30

(4)
C12H26N3OS | ωB97M-V/def2-TZVPD

E_tot   -1110.291078 a.u.
Structure (SMILES)   CCOCCCNC(=S)[NH+]1CCN(CC)CC1
Lowest unoccupied orbital energy   -2.9 eV
HOMO-LUMO gap   0.3464 hartree
ΔE to the lowest compared entry with this formula, charge and spin   7.62 kcal per mole
HOMO energy   -12.36 eV
Total charge   +1

Each line ends with the Mulliken charge.
Cartesian coordinates (Å):
C: -0.948 2.440 -2.325  -1.37
C: -0.079 1.907 -1.196  -0.10
O: -0.834 1.260 -0.167  -0.31
C: -1.535 2.101 0.736  -0.78
C: -0.635 2.685 1.832  -0.70
C: 0.280 1.624 2.460  -0.61
N: -0.461 0.551 3.089  0.07
C: -0.885 -0.615 2.590  -0.17
S: -1.841 -1.652 3.406  -0.23
N: -0.382 -0.976 1.255  0.79
C: -1.287 -1.867 0.492  -0.91
C: -0.819 -1.867 -0.968  -1.09
N: 0.598 -1.526 -1.033  0.35
C: 1.129 -1.718 -2.379  -0.68
C: 2.504 -1.087 -2.561  -1.26
C: 1.316 -2.251 -0.001  -0.69
C: 0.948 -1.631 1.357  -0.57
H: -0.310 2.807 -3.123  0.44
H: -1.582 1.650 -2.719  0.30
H: -1.581 3.260 -1.993  0.38
H: 0.531 2.711 -0.769  0.35
H: 0.579 1.120 -1.571  -0.02
H: -2.037 2.910 0.201  0.49
H: -2.305 1.464 1.182  0.38
H: 0.000 3.472 1.423  0.32
H: -1.272 3.133 2.593  0.42
H: 0.891 2.096 3.232  0.50
H: 0.954 1.227 1.698  0.10
H: -0.846 0.764 4.001  0.28
H: -0.317 -0.110 0.645  0.03
H: -2.309 -1.495 0.572  0.46
H: -1.253 -2.862 0.938  0.51
H: -1.027 -2.853 -1.412  0.56
H: -1.365 -1.113 -1.540  0.36
H: 0.425 -1.234 -3.061  0.41
H: 1.171 -2.786 -2.641  0.45
H: 2.749 -1.071 -3.619  0.39
H: 2.510 -0.065 -2.191  0.26
H: 3.281 -1.650 -2.051  0.38
H: 1.078 -3.326 -0.014  0.32
H: 2.387 -2.146 -0.162  0.40
H: 1.684 -0.885 1.659  0.36
H: 0.891 -2.397 2.133  0.45